[1]
{"formula": "C19H27BLaNO6P", "method": "wB97M-V/def2-TZVPD", "elements": ["La", "C", "C", "C", "C", "C", "C", "H", "H", "H", "H", "H", "H", "C", "C", "C", "C", "C", "C", "C", "C", "O", "B", "O", "C", "C", "H", "H", "H", "H", "H", "H", "H", "H", "H", "H", "H", "H", "C", "P", "C", "C", "O", "H", "H", "H", "H", "H", "H", "H", "H", "H", "O", "N", "O", "O"], "coordinates": [[-2.49403, -1.11095, 1.40352], [-1.77205, -0.84889, 4.10147], [-0.63485, -1.23952, 3.46001], [0.40296, -0.23304, 3.37890], [-0.10418, 1.02313, 2.93330], [-1.38290, 1.42819, 3.34798], [-2.26803, 0.45082, 3.96823], [-2.30036, -1.55388, 4.74269], [-0.51067, -2.29396, 3.21634], [1.32345, -0.30412, 4.04715], [0.42773, 1.69172, 2.26989], [-1.65330, 2.46497, 3.32412], [-3.25937, 0.76526, 4.26245], [5.00179, -1.62353, -3.50119], [4.99556, -0.33173, -2.68767], [4.57796, 0.78627, -3.70954], [6.39124, -0.08880, -2.15942], [3.86465, -0.50368, -1.61338], [2.61689, -0.84381, -2.18715], [1.47744, -1.06073, -1.39993], [1.64924, -0.99742, -0.06605], [0.63442, -1.20501, 0.84079], [1.14669, -0.60089, 2.00827], [2.54712, -0.53214, 2.01271], [2.80920, -0.58712, 0.60068], [3.92295, -0.34532, -0.19460], [5.98950, -1.71791, -3.90862], [4.26996, -1.58666, -4.28704], [4.74857, -2.52982, -2.90438], [5.47222, 1.07676, -4.28346], [4.14372, 1.68821, -3.28770], [3.86709, 0.39318, -4.38513], [7.07368, -0.17053, -2.96727], [6.67072, -0.79391, -1.37048], [6.43933, 0.96607, -1.83910], [2.72054, -1.04918, -3.28096], [0.54899, -1.23703, -1.88026], [4.82238, -0.03529, 0.29537], [-4.63695, 1.52687, -1.50265], [-4.87282, 1.53254, 0.25721], [-6.65469, 1.33906, 0.53492], [-4.22902, 3.04176, 0.94106], [-4.09277, 0.42193, 0.93534], [-5.61207, 1.33082, -2.01435], [-3.89105, 0.81874, -1.83703], [-4.28168, 2.46999, -1.94400], [-7.14712, 2.28192, 0.66661], [-6.76912, 0.69726, 1.40613], [-7.14300, 0.85417, -0.31819], [-4.69271, 3.89192, 0.47138], [-3.17069, 3.09789, 0.79763], [-4.38601, 3.08822, 2.02154], [-2.43451, -2.57819, -0.35897], [-3.14057, -3.48928, 0.26316], [-3.81460, -4.30286, -0.24287], [-3.20693, -3.33245, 1.62258]], "forces_ev_per_a": [[2.6, 2.2, 2.6], [-1.9, 0.1, 1.3], [-1.0, -1.2, 0.0], [4.7, -2.7, -3.3], [-3.7, 2.9, 0.5], [1.0, -1.7, -0.3], [0.5, 0.9, -0.2], [-0.7, -0.2, -0.6], [0.7, 0.0, 0.7], [-1.4, 0.6, 0.2], [0.5, 0.3, 0.4], [-0.4, 0.4, -0.7], [0.2, -0.1, 0.7], [-0.1, -1.0, 0.8], [-1.4, 0.1, 0.3], [1.4, 0.2, 0.9], [-0.9, 1.1, 1.0], [-1.0, 0.2, 0.2], [1.4, -0.2, -0.1], [1.4, 0.1, -1.7], [0.2, 0.3, 1.0], [-1.2, 1.4, 1.2], [1.4, -1.7, 2.0], [-0.3, 0.9, -2.9], [-0.3, -0.9, -0.9], [0.4, 0.1, -0.2], [0.4, -0.4, -0.6], [-0.1, -0.1, -0.6], [0.5, 0.6, -0.2], [-0.3, -0.1, 0.1], [0.2, 0.1, 0.4], [-0.8, -0.3, -0.8], [0.8, -0.2, -0.7], [0.0, 0.3, 0.0], [0.3, -0.5, 0.4], [-1.1, 0.4, 1.2], [-0.8, -0.4, -0.1], [0.6, 0.1, 0.1], [-0.7, 0.6, -1.6], [-0.3, 0.4, 0.3], [0.5, -0.5, -0.3], [-0.7, 0.2, 0.4], [-0.6, -0.2, -0.4], [0.9, -0.1, 0.4], [0.0, -0.5, 0.1], [-0.2, 0.0, 0.5], [-0.2, 0.6, 0.3], [-0.1, 0.2, 0.2], [0.3, 0.0, 0.1], [-0.2, 0.5, -0.1], [0.7, -0.1, -0.3], [-0.2, -0.1, -0.1], [-0.8, -2.3, -0.5], [-0.8, 0.7, 2.1], [0.6, -0.2, -0.7], [0.4, -0.4, -2.5]], "mulliken_charge": [1.608, -0.315, -1.573, 0.718, -1.241, -0.292, -0.805, 0.464, 0.716, 0.274, 0.512, 0.607, 0.479, -1.690, 1.939, -1.499, -2.037, 0.234, -0.515, -1.385, 0.674, -0.517, 0.881, -0.698, 0.490, -0.928, 0.447, 0.481, 0.279, 0.411, 0.323, 0.437, 0.547, 0.423, 0.392, 0.134, 0.510, 0.564, -1.239, 1.113, -1.309, -1.193, -0.442, 0.373, 0.337, 0.382, 0.413, 0.340, 0.406, 0.451, 0.370, 0.336, -0.561, 1.184, -0.411, -0.600], "homo_ha": -0.34811, "total_charge": 1}

---

[2]
{"formula": "C19H27BrCoINO2", "method": "wB97M-V/def2-TZVPD", "elements": ["Co", "C", "O", "C", "C", "O", "C", "H", "H", "H", "H", "H", "H", "H", "H", "H", "H", "Br", "C", "C", "C", "C", "C", "C", "I", "H", "H", "H", "H", "C", "N", "C", "C", "C", "C", "C", "C", "C", "C", "H", "H", "H", "H", "H", "H", "H", "H", "H", "H", "H", "H", "H"], "coordinates": [[13.74018, 7.24214, 9.79765], [15.53049, 5.65046, 7.76697], [15.24709, 5.90597, 9.11853], [16.39844, 5.83198, 9.92669], [15.88180, 5.60172, 11.34016], [15.06601, 6.79503, 11.49585], [14.72401, 7.11300, 12.81797], [15.83033, 6.55170, 7.20134], [14.53854, 5.16723, 7.35437], [16.32990, 4.83708, 7.71862], [16.91998, 6.75422, 9.98601], [17.05207, 5.02532, 9.57244], [16.70829, 5.65393, 12.05493], [15.18494, 4.75592, 11.44054], [15.53196, 7.60628, 13.36400], [14.53932, 6.18508, 13.36664], [13.83675, 7.72444, 12.78640], [9.51990, 8.37717, 12.31909], [8.68889, 7.24156, 11.06585], [7.25730, 7.23156, 11.09265], [6.53062, 6.61615, 10.08373], [7.21460, 5.84098, 9.16655], [8.62303, 5.78382, 9.20272], [9.34958, 6.43671, 10.19894], [11.51874, 5.97899, 10.63427], [6.71880, 7.68488, 11.91869], [5.44563, 6.73130, 10.03264], [6.68492, 5.31335, 8.37930], [9.12397, 5.18908, 8.47108], [12.03838, 10.63904, 5.93362], [12.23443, 9.21252, 6.33238], [13.60734, 8.74318, 6.08803], [11.77718, 9.05084, 7.79562], [12.60873, 9.77215, 8.86866], [12.23349, 11.11074, 9.17942], [12.91419, 11.82558, 10.17607], [14.03066, 11.28258, 10.77099], [14.37284, 9.98025, 10.44449], [13.66050, 9.19774, 9.55766], [12.13108, 10.63394, 4.79395], [12.80068, 11.18683, 6.51183], [11.03019, 10.89086, 6.22496], [11.59206, 8.63397, 5.72170], [14.24708, 8.92229, 6.97178], [13.96109, 9.13069, 5.13054], [13.57644, 7.64200, 5.95325], [11.83367, 7.96323, 8.04115], [10.67829, 9.27680, 7.79999], [11.41120, 11.52673, 8.61189], [12.53414, 12.79674, 10.45939], [14.64807, 11.80804, 11.51319], [15.23060, 9.46314, 10.84261]], "forces_ev_per_a": [[1.1, -1.4, 1.1], [-1.2, -2.4, -2.1], [-0.9, 1.0, 0.0], [0.2, -1.6, 1.8], [-0.2, 0.7, -0.7], [-0.5, 0.4, -1.3], [0.0, -0.5, 1.5], [-0.1, -0.4, 0.3], [2.0, 1.1, 0.4], [-1.0, 1.2, -0.2], [0.7, 1.0, -0.5], [-0.2, 0.2, 0.1], [-0.3, -0.4, 0.0], [0.7, -0.1, 0.1], [0.1, 0.2, -0.3], [-0.4, 0.1, 0.0], [-0.3, 0.2, 0.2], [0.2, -0.1, 0.1], [-1.7, 0.7, 1.8], [0.7, 0.1, -0.4], [0.1, -0.1, 0.5], [1.1, 0.3, -0.6], [-0.2, -0.5, 0.1], [0.2, -0.3, -1.0], [-1.1, 0.1, -0.5], [0.3, 0.4, -0.2], [0.4, -0.2, 0.2], [0.2, 0.0, 0.1], [0.3, -0.4, -0.3], [0.6, -0.5, -1.4], [-1.3, -0.4, 0.4], [0.5, -1.6, -0.1], [-0.4, -1.5, 0.3], [-1.7, 2.9, -2.0], [0.1, -2.7, -1.1], [-0.2, 0.7, 0.3], [0.9, -0.7, 1.2], [1.6, 1.0, 0.8], [-1.7, -1.3, -0.7], [0.1, 0.6, 1.7], [-0.4, 0.2, -0.8], [-0.2, 0.4, -0.1], [0.7, 0.7, 1.0], [-0.2, 0.5, -0.8], [0.2, 0.3, 0.4], [-0.1, 0.5, 0.2], [0.0, 0.5, -0.5], [1.1, 0.2, 0.2], [-0.2, 0.2, 0.4], [0.2, 0.3, -0.1], [-0.5, -0.1, -0.4], [0.5, 0.6, 0.5]], "mulliken_spin": [2.863, 0.003, 0.033, 0.012, -0.001, 0.041, 0.004, 0.000, 0.000, 0.002, -0.005, 0.001, 0.004, -0.002, 0.002, 0.002, -0.001, 0.001, 0.000, -0.002, 0.003, -0.002, 0.001, 0.000, 0.076, 0.000, 0.000, 0.000, 0.000, 0.000, -0.005, 0.013, 0.047, -0.140, 0.187, 0.192, 0.018, 0.235, 0.396, 0.000, 0.002, 0.000, 0.001, 0.007, 0.000, -0.006, -0.009, -0.002, 0.005, 0.000, 0.005, 0.020], "homo_ha": [-0.61190, -0.61180], "total_charge": 3, "spin_multiplicity": 5}

---

[3]
{"formula": "C19H27BrFNO14S", "method": "wB97M-V/def2-TZVPD", "elements": ["C", "C", "C", "N", "Br", "S", "O", "O", "F", "H", "H", "H", "C", "C", "C", "O", "C", "O", "O", "H", "H", "H", "H", "H", "H", "C", "C", "C", "O", "C", "O", "O", "H", "H", "H", "H", "H", "H", "C", "C", "C", "O", "C", "O", "O", "H", "H", "H", "H", "H", "H", "C", "C", "C", "O", "C", "O", "O", "H", "H", "H", "H", "H", "H"], "coordinates": [[-1.79782, -3.97026, 1.41709], [-0.76224, -4.60939, 1.32284], [0.56986, -5.42394, 1.08757], [0.64803, -6.06118, -0.25227], [0.36959, -4.85764, -1.65736], [-0.31132, -7.47054, -0.37381], [0.36928, -8.51113, 0.39169], [-1.69425, -7.31143, 0.05258], [-0.33387, -7.88638, -1.98111], [-2.65765, -3.30801, 1.12178], [0.75671, -6.18311, 1.90854], [1.39221, -4.63519, 1.11160], [-0.51972, -0.07695, -4.10405], [-0.87723, -0.99145, -2.95278], [-2.35001, -1.05152, -2.66189], [-2.37671, -1.33858, -1.26444], [-1.21806, -0.85133, -0.73849], [-1.00043, -0.74854, 0.43036], [-0.34584, -0.49544, -1.72107], [-0.70288, 0.97000, -3.84591], [0.54847, -0.16143, -4.33542], [-1.08741, -0.32773, -5.00250], [-0.46314, -1.99088, -3.12386], [-2.85143, -1.83861, -3.22628], [-2.86843, -0.10386, -2.83454], [5.19357, -3.83274, -4.45681], [4.32246, -2.65830, -4.06862], [3.10183, -3.04463, -3.28350], [2.17598, -2.01999, -3.62819], [2.53248, -1.56208, -4.86140], [1.85630, -0.83938, -5.52815], [3.75391, -2.03936, -5.22595], [4.69189, -4.46813, -5.19063], [6.11365, -3.47982, -4.92764], [5.46058, -4.43475, -3.58596], [4.91694, -1.90755, -3.53797], [3.28743, -3.04996, -2.20881], [2.67920, -4.01006, -3.57665], [-2.07218, 2.20828, 0.66434], [-1.08088, 3.30722, 0.35418], [-0.66895, 4.10567, 1.55726], [-0.36013, 5.37754, 0.99490], [-1.10084, 5.49560, -0.14608], [-1.23247, 6.50728, -0.76063], [-1.66933, 4.30409, -0.48415], [-3.04119, 2.62264, 0.95425], [-2.24783, 1.59911, -0.22418], [-1.70920, 1.55777, 1.46146], [-0.21123, 2.89372, -0.16714], [0.20535, 3.68213, 2.05357], [-1.46982, 4.23285, 2.29269], [0.22337, 6.25246, 6.35416], [-0.59375, 5.13712, 5.73985], [-1.89520, 5.59788, 5.14753], [-2.72168, 4.44568, 5.28077], [-2.23897, 3.73329, 6.34035], [-2.80437, 2.81761, 6.84884], [-1.02545, 4.21253, 6.73838], [-0.26162, 6.64646, 7.25044], [1.19932, 5.87560, 6.66819], [0.38023, 7.06763, 5.64486], [0.00735, 4.58984, 5.00567], [-1.79435, 5.87980, 4.09837], [-2.35699, 6.42446, 5.69558]], "forces_ev_per_a": [[0.7, 0.1, -1.5], [0.3, -0.6, -0.1], [-1.2, 1.9, 1.2], [-0.3, -0.8, -0.6], [-0.1, 0.1, 0.0], [-2.0, -2.9, 2.5], [0.0, 1.9, -2.1], [2.0, 0.7, -1.8], [0.6, 1.3, 2.6], [1.3, -1.1, 1.0], [-0.3, 0.8, -1.2], [-0.9, -1.3, -0.1], [0.6, 0.3, 0.4], [0.1, 0.5, -1.1], [-0.4, -0.3, -0.3], [0.4, 0.2, 0.4], [0.2, -0.1, 0.3], [-0.1, -0.1, -0.4], [-0.5, -0.3, 0.6], [-0.3, -0.1, 0.1], [-0.8, 0.1, 0.1], [0.0, -0.1, 0.1], [-0.1, 0.0, 0.1], [0.0, 0.0, 0.2], [0.2, 0.0, 0.0], [0.2, 0.1, -0.4], [0.7, -0.7, 0.0], [0.0, -0.2, 0.6], [0.0, 0.2, -0.5], [0.0, 0.2, -0.5], [0.8, -0.5, -0.1], [-0.7, 0.4, 0.3], [-0.1, 0.0, 0.2], [0.0, 0.0, 0.1], [0.0, 0.1, 0.0], [-0.1, 0.0, 0.0], [-0.2, 0.1, -0.1], [0.2, 0.0, -0.1], [-0.3, 0.0, -0.3], [-0.5, -1.0, 0.2], [0.4, -0.1, 0.4], [-0.3, 0.1, -0.4], [-0.1, 0.4, -0.4], [0.1, -0.4, 0.3], [0.4, 0.7, 0.2], [0.2, 0.1, 0.1], [0.1, 0.0, 0.1], [0.1, 0.0, -0.1], [0.0, 0.1, 0.1], [0.0, 0.2, -0.1], [-0.1, -0.1, -0.1], [0.3, -0.2, 0.3], [0.6, 0.8, 0.2], [-0.2, 0.3, -0.5], [0.2, -0.3, 0.4], [-0.3, -0.5, 0.3], [0.2, 0.4, -0.2], [-0.6, -0.2, -0.3], [-0.1, 0.0, -0.2], [0.0, 0.1, -0.1], [0.0, -0.1, 0.0], [-0.1, 0.0, 0.0], [-0.1, -0.1, 0.1], [0.2, 0.0, 0.1]], "mulliken_charge": [0.055, -0.195, -0.663, -0.083, 0.106, 1.136, -0.552, -0.493, -0.229, 0.330, 0.334, 0.276, -1.449, 0.923, -0.433, -0.328, 0.673, -0.562, -0.308, 0.350, 0.293, 0.359, -0.128, 0.372, 0.289, -1.479, 0.526, -0.675, -0.131, 0.590, -0.550, -0.388, 0.365, 0.367, 0.370, 0.267, 0.328, 0.369, -1.448, 0.734, -0.407, -0.340, 0.604, -0.539, -0.362, 0.406, 0.099, 0.437, 0.221, 0.386, 0.156, -1.465, 0.698, -0.462, -0.330, 0.596, -0.523, -0.349, 0.361, 0.360, 0.376, 0.127, 0.309, 0.325], "homo_ha": -0.38651, "total_charge": 0}